Here is one molecule with the formula C14H15N3OS2 from OMol25. Energies are from ωB97M-V/def2-TZVPD.

- LUMO energy (eV) = 0.6
- frontier orbital gap (eV) = 9.0
- calculated total energy (Eh) = -1578.375958
- ΔE to the lowest compared entry with this formula, charge and spin (eV) = 0.030
- maximum force (eV Å⁻¹) = 1.76
- HOMO (eV) = -8.382
- SMILES = Cc1nnc(SCC(=O)N2c3ccccc3C[C@H]2C)s1

```
35
Properties=species:S:1:pos:R:3:forces:R:3
H -7.101074 0.586170 0.682972 0.0 0.0 0.0
C 2.641426 0.527962 1.672387 -0.2 0.0 0.0
H -7.023392 -1.189409 0.644291 -0.1 0.0 0.0
H 1.063557 -1.273138 -2.181110 -0.1 0.0 -0.1
C -0.746850 0.580538 -1.684749 -0.1 -0.2 0.2
N -3.528854 0.651821 -0.820212 1.5 -0.1 -0.5
H 3.965948 -2.019060 1.767060 0.1 0.0 0.1
H 3.705896 -3.771626 0.032195 0.0 -0.1 0.0
C 2.633426 -0.674761 0.778393 -0.1 0.1 -0.1
H 1.245780 2.205525 1.355461 0.1 -0.1 -0.1
H -0.233521 0.277292 -2.595475 0.0 0.0 0.0
H 3.684570 1.922354 -0.461980 0.1 -0.1 0.0
C 3.174457 -2.836860 -0.058851 0.1 -0.1 0.0
C -2.946531 -0.430150 -0.431774 -0.4 -0.4 0.4
S -1.347529 -0.932038 -0.852092 0.4 -0.2 -0.2
C 1.663776 -1.415167 -1.299490 0.0 0.1 0.0
C 0.146405 1.413268 -0.782784 -0.5 -0.1 -0.3
C 1.966389 1.596641 0.802884 0.2 0.5 0.2
C 1.785081 -0.451196 -0.313100 0.3 -0.5 0.1
C 3.320209 -1.858868 0.916698 -0.1 0.0 -0.1
N -4.767514 0.773527 -0.370189 -1.6 0.6 0.3
H 2.266534 -3.362486 -1.917877 0.0 -0.1 -0.1
H 2.460704 3.202054 -0.540545 0.0 0.1 -0.1
O -0.128752 2.575593 -0.559865 0.0 0.2 0.0
H -6.436456 -0.317387 2.060571 -0.1 0.0 0.1
C 2.361783 -2.606824 -1.152986 0.0 -0.1 0.0
N 1.228762 0.828481 -0.213780 0.2 0.2 0.3
H 3.523476 3.085963 0.864545 0.1 0.1 0.1
H 3.649728 0.821425 1.962113 0.0 0.0 0.0
H 2.070408 0.329339 2.582798 0.0 0.0 0.0
S -3.952326 -1.449664 0.586152 0.0 0.9 -0.5
C -5.177514 -0.191328 0.363209 0.5 -0.8 0.2
H -1.628052 1.173388 -1.930080 0.2 0.0 0.0
C -6.518374 -0.283057 0.975043 -0.2 -0.1 0.1
C 2.978433 2.511676 0.120152 -0.3 -0.1 0.1
```
Positions in Å, forces in eV/Å.

---

Here is an isolated ion of composition C5H10N2O2PS and charge +1 from OMol25. Energies are from ωB97M-V/def2-TZVPD.

- net charge = +1
- LUMO energy (eV) = -6.0
- frontier orbital gap (eV) = 8.2
- calculated total energy (Eh) = -1195.751781
- ΔE to the lowest compared entry with this formula, charge and spin (eV) = 3.280
- maximum force (eV Å⁻¹) = 5.60
- HOMO (eV) = -14.192

```
21
Properties=species:S:1:pos:R:3:forces:R:3
H 1.034536 0.614163 2.181866 -2.8 2.7 2.0
C -0.527229 -1.804945 0.232429 1.9 -0.6 0.5
N -0.184356 0.677800 -0.457743 0.6 -0.8 -0.1
N -1.500606 -1.247465 -0.460573 -3.0 1.0 -1.4
H -3.531599 -1.724905 -0.058983 -1.3 0.5 2.1
H 1.005248 2.352999 -0.285211 -0.3 1.0 1.1
H -2.616572 -3.019400 -0.874241 -0.6 2.7 0.1
O -0.408603 -2.861446 0.770374 -0.2 0.3 -0.1
C 0.195375 2.070152 -0.928678 -1.5 -2.2 2.8
H 3.648446 -1.693509 -0.566201 -1.2 1.1 -1.1
C -1.431420 0.090135 -0.873883 2.0 0.3 0.5
H 2.572958 0.542126 1.412907 0.2 -0.5 0.6
O -2.281702 0.636958 -1.482432 -0.2 0.7 -0.1
H -0.791299 2.538524 -0.891682 0.9 0.9 -0.5
P 0.889105 -0.476743 0.116423 1.2 0.4 -1.2
H 1.720030 -0.865393 2.195857 1.1 -3.5 2.2
C 1.668952 0.006695 1.718561 1.4 1.0 -5.3
S 2.896432 -0.883136 -1.489113 -1.5 -0.6 2.8
H -3.254010 -1.489861 -1.702545 0.4 0.5 -0.8
C -2.821435 -1.834550 -0.794045 2.3 -5.0 -0.7
H 0.743710 1.912554 -1.767455 0.5 0.2 -3.5
```
Positions in Å, forces in eV/Å.

---

Here is C26H23InN7O4S2 as an isolated structure from OMol25. Energies are from ωB97M-V/def2-TZVPD.

- net charge = +1
- LUMO energy (eV) = -4.1
- frontier orbital gap (eV) = 6.2
- calculated total energy (Eh) = -2675.228368
- ΔE to the lowest compared entry with this formula, charge and spin (eV) = 0.545
- maximum force (eV Å⁻¹) = 0.59
- HOMO (eV) = -10.332

```
63
Properties=species:S:1:pos:R:3:forces:R:3
C 1.132802 0.698723 6.092607 0.0 0.0 0.0
C -1.287927 -0.284369 -3.129939 0.0 0.0 0.0
C -3.000501 -3.016713 0.240408 -0.1 0.1 0.0
H -1.067659 0.508534 5.200862 0.0 0.0 0.0
C 2.984661 -0.180322 -0.613784 0.2 -0.2 0.0
C -2.866942 -4.389127 0.212082 0.0 -0.1 0.0
C 3.103569 0.676962 4.167054 0.0 0.0 0.0
C 1.767739 0.601422 3.766176 0.0 0.0 -0.1
H 4.499061 0.843198 5.784158 0.0 0.0 0.0
H -5.296488 3.634390 0.454233 0.0 0.0 0.0
H 0.887176 2.761930 -4.255867 0.0 0.0 0.0
O -0.536761 0.491271 4.397427 0.0 0.0 0.0
H -3.749501 -5.014580 0.191289 0.0 0.0 0.0
H 0.518844 -4.635860 0.232698 0.0 0.0 0.0
N -1.910169 1.859745 0.155109 -0.2 -0.3 0.0
N 2.008363 -0.128679 0.219273 -0.3 0.1 0.1
H -0.441453 1.426851 -5.885488 0.0 0.0 0.0
O 0.301235 0.916063 1.890728 0.2 -0.1 0.1
H -3.079898 -0.310657 -5.354492 0.0 0.0 0.0
C 0.274610 1.929624 -3.949566 0.0 0.0 0.1
C 5.264577 0.192779 -1.778264 0.0 0.0 0.1
N -3.010750 -0.273770 0.354613 -0.1 0.0 0.0
H -1.505053 -6.049895 0.176945 0.0 0.0 0.0
H 2.718443 0.860694 7.514246 0.0 0.0 0.0
H -3.972680 -2.544909 0.233860 0.0 0.0 0.0
H 0.296039 -2.177402 0.289077 0.0 0.0 0.0
C 3.457992 0.773415 5.498244 0.0 0.0 0.0
H 6.330913 -0.026734 -1.757269 0.0 0.0 0.0
H -1.945573 -1.654565 -5.250885 0.0 0.0 0.0
C -0.462917 -4.181364 0.230261 0.0 -0.1 0.0
H -3.189883 4.945524 0.193049 0.0 0.0 0.0
C -0.589399 -2.804292 0.256253 0.0 0.2 0.0
C -0.444907 1.200054 -4.827313 -0.1 -0.1 0.0
N -1.223230 0.142593 -4.461364 0.1 0.0 -0.1
C -1.854044 -2.227539 0.260037 0.1 -0.1 0.0
C -1.971315 3.188177 0.119777 0.1 -0.1 0.0
In -0.089935 0.548737 -0.108441 0.4 0.3 -0.3
N 2.399841 0.012753 1.550234 0.0 -0.1 0.0
N -1.901870 -0.811350 0.261823 0.0 0.0 0.0
H -1.031451 3.710412 -0.001317 0.0 0.0 0.0
C -2.031100 -0.589426 -5.438551 0.0 0.1 0.0
S 4.630883 0.027412 -0.083021 0.0 0.0 -0.1
C -4.272188 1.748511 0.418884 -0.1 -0.1 0.0
C 2.461055 0.785582 6.464836 0.0 0.0 0.0
H 4.769587 -1.808877 -2.443179 0.0 0.0 0.0
S 2.738460 -0.546956 -2.303309 0.0 0.1 0.0
N -0.526345 0.438821 -2.247830 0.1 0.0 -0.1
C -1.601510 -4.972065 0.204436 0.0 0.0 0.0
C 0.773889 0.608411 4.750174 0.0 0.0 0.0
C 0.196673 1.540265 -2.575392 0.0 0.0 0.0
O 0.752234 2.128095 -1.603435 -0.2 -0.1 0.1
H 3.861732 0.665544 3.395979 0.0 0.0 0.0
H 0.354573 0.695899 6.848768 0.0 0.0 0.0
C -3.175395 3.865308 0.226052 -0.1 0.0 0.0
C 1.462691 0.506081 2.315876 -0.1 0.0 -0.1
H 4.651572 -0.574093 -3.718547 0.0 0.0 0.0
H 5.111051 1.221218 -2.099090 0.1 0.0 -0.1
H -5.145654 1.122436 0.537361 0.0 0.0 0.0
C -3.034113 1.150389 0.307703 0.1 0.2 0.0
C -4.341040 3.133544 0.374060 0.0 0.0 0.0
H -1.670336 -0.357184 -6.436963 0.0 0.0 0.0
O -1.986166 -1.225480 -2.805539 0.1 0.1 0.0
C 4.503900 -0.775138 -2.657835 0.0 0.0 0.0
```
Positions in Å, forces in eV/Å.

---

Here is a 2-piece molecular cluster, C2H8N overall from OMol25. Energies are from ωB97M-V/def2-TZVPD.

- net charge = +1
- LUMO energy (eV) = -4.1
- frontier orbital gap (eV) = 10.9
- calculated total energy (Eh) = -135.467859
- ΔE to the lowest compared entry with this formula, charge and spin (eV) = 0.897
- maximum force (eV Å⁻¹) = 0.18
- HOMO (eV) = -14.978

```
11
Properties=species:S:1:pos:R:3:forces:R:3
H -1.752256 -0.338174 -0.298006 -0.1 0.0 0.0
H -1.099916 -1.454249 1.017861 0.1 0.0 0.1
N 0.655160 1.680294 0.506589 0.1 -0.1 0.1
C 0.069448 -1.297296 -0.729430 0.1 -0.1 0.0
H 0.166796 2.350268 -0.089090 0.0 0.0 0.0
H 0.449140 0.701854 0.185030 0.0 0.1 0.1
H 0.324479 1.784752 1.467899 0.0 0.0 0.0
H 0.833110 -1.983622 -0.387110 0.0 -0.1 -0.1
H 0.155851 -0.913822 -1.738809 0.0 0.0 0.0
C -0.966225 -0.999885 0.045071 -0.2 0.1 0.0
H 1.660460 1.861451 0.483823 0.0 0.0 -0.1
```
Positions in Å, forces in eV/Å.

---

Here is one molecule with the formula C16H19I2N7O2 from OMol25. Energies are from ωB97M-V/def2-TZVPD.

- LUMO energy (eV) = -0.3
- frontier orbital gap (eV) = 8.4
- calculated total energy (Eh) = -1750.115977
- ΔE to the lowest compared entry with this formula, charge and spin (eV) = 1.795
- maximum force (eV Å⁻¹) = 6.95
- HOMO (eV) = -8.711
- SMILES = CN(C)c1nc(/N=N\Cc2cc(I)cc(I)c2O)nc(N2CCOCC2)n1

```
46
Properties=species:S:1:pos:R:3:forces:R:3
O 4.649061 0.788819 1.927600 0.7 0.2 0.7
O -2.163084 2.951289 -1.554932 1.4 -0.9 1.1
C -0.653798 -1.403379 -0.584812 1.5 1.7 3.8
H -2.148266 0.786799 -0.595408 0.3 -0.3 0.5
C 4.160597 -0.351715 2.640762 -2.1 0.9 -4.2
H -1.023735 -2.156205 4.498559 -0.8 -0.8 -0.7
C -4.944115 0.760084 -2.467611 0.2 -1.5 2.6
N 2.025568 -0.018287 1.319386 0.4 0.1 -0.7
C -4.064456 3.332631 -2.886615 -2.4 0.4 -1.9
C -3.040143 -3.041335 2.051375 2.6 -2.0 0.1
H -3.681121 -2.345915 2.413762 -2.3 2.3 0.7
N 0.158049 -1.305367 1.878689 1.7 0.9 1.3
N -1.650141 -2.607084 2.465153 -2.6 -0.7 -1.4
H -3.603955 -0.307723 -0.338525 0.8 0.3 -0.3
H 4.531308 -0.312030 3.594347 1.0 0.0 2.3
H -1.978144 3.863183 -1.789448 -0.2 0.3 -0.3
H -5.352112 -0.232487 -2.033381 0.6 1.6 -1.4
H -5.991103 3.613138 -4.038733 0.2 0.1 -0.2
N -2.444185 -0.791250 -1.999079 4.8 -2.5 0.4
H 2.246907 0.307592 3.409930 -0.3 0.7 0.4
N -1.314313 -1.413659 -1.743878 -5.1 1.7 -4.3
H 2.217648 2.060257 1.136865 0.2 -0.1 -0.1
H 4.281810 0.309876 -0.122221 1.0 -0.6 0.1
I -3.503199 5.478487 -3.192053 -0.3 -1.8 0.3
N 0.361163 -0.607150 -0.311525 1.4 1.3 -1.5
C -3.753871 1.164857 -1.839727 -0.4 1.5 -1.8
C 2.590574 1.159402 0.624570 0.5 -0.6 3.8
C -5.705305 1.608266 -3.226682 -1.1 0.9 -1.1
C -1.163626 -2.979609 3.738674 0.3 -0.8 1.9
N -1.181283 -2.213927 0.296012 -2.8 -1.5 -3.6
H -1.670642 -3.923490 4.147019 0.1 1.8 -0.4
C -5.320065 2.924224 -3.554932 2.6 -0.9 2.9
C -3.270570 2.477504 -2.094907 -2.1 0.7 -1.2
H 4.476779 -1.214261 2.069778 0.3 -0.6 0.2
C 4.110644 1.029420 0.668032 -0.8 2.4 -0.6
H -0.181964 -3.361301 3.603024 1.3 -0.2 -0.1
H 4.494261 2.064294 0.360573 -0.1 -1.6 0.2
H -3.314287 -3.971471 2.539305 0.3 -0.2 0.3
C -0.903841 -2.013034 1.509787 2.4 0.1 2.9
C 2.627425 -0.315546 2.627342 -0.8 -2.5 0.0
C 0.886509 -0.659743 0.932787 -2.5 -1.3 0.8
I -7.667838 0.921153 -3.786532 0.8 0.3 0.1
C -2.933695 0.216196 -1.071789 -0.5 -0.5 1.2
H -3.166952 -3.249602 0.996435 0.4 0.5 -0.1
H 2.330605 1.195584 -0.351335 -1.2 -0.1 -3.1
H 2.253357 -1.363774 2.842919 0.5 1.2 0.1
```
Positions in Å, forces in eV/Å.

---

Here is C35H36N4O4PS2Tc as an isolated structure from OMol25. Energies are from ωB97M-V/def2-TZVPD.

- net charge = +3
- LUMO energy (spin up / spin down) (eV) = -10.5 / -10.6
- frontier orbital gap (spin up / spin down) (eV) = 6.4 / 6.3
- calculated total energy (Eh) = -3092.936645
- 2S+1 = 4
- maximum force (eV Å⁻¹) = 0.72
- HOMO (spin up / spin down) (eV) = -16.919 / -16.876

```
83
Properties=species:S:1:pos:R:3:forces:R:3
C -4.854852 3.237722 -0.520429 0.1 0.0 0.0
O -5.511783 -2.664136 -0.958132 0.0 0.1 -0.1
C 1.400876 -2.861717 1.976137 0.0 0.0 0.0
S -4.869651 -1.670942 -1.750581 -0.2 -0.2 0.1
C 0.207032 -2.117116 2.009274 -0.1 -0.1 -0.2
H 4.996611 1.005737 2.455752 0.0 0.0 0.0
H -1.982816 -4.470553 -4.717158 0.0 0.0 0.0
C -2.989352 0.887871 5.419568 0.0 0.0 0.0
N -3.972253 -0.691346 -0.701124 -0.2 0.0 0.1
N -3.081348 2.256391 0.836257 0.0 0.1 0.1
O 4.202951 0.048649 0.436064 0.1 -0.1 -0.2
C 4.131428 0.996856 4.419596 0.0 0.0 0.0
H -1.632312 -1.953637 4.171054 0.0 0.0 0.0
H -4.239052 -3.649296 -4.091576 0.0 0.0 0.0
C -3.443948 -2.391978 -2.533116 0.0 -0.1 -0.1
Tc -0.003539 0.056899 0.197793 -0.6 0.1 0.1
H 0.015465 -3.718955 -3.507051 0.0 0.0 0.0
H -4.538066 4.265391 -0.332934 0.0 0.0 0.0
C -1.812171 -0.894245 4.305225 -0.1 0.0 0.0
O -5.580996 -0.802674 -2.624837 0.1 0.0 0.0
S -0.486342 2.321807 0.075027 0.2 -0.4 0.2
H 0.783478 0.151247 -2.197630 0.0 0.0 0.0
H -0.707653 2.168954 3.266796 0.0 0.0 0.0
C -2.089145 -3.760094 -3.907909 0.1 0.0 0.0
H 1.976921 -1.434445 -3.678688 0.0 0.0 0.0
P 0.216954 -0.404856 2.489797 0.2 0.1 0.1
H -1.942406 -2.154460 1.690629 0.0 0.0 0.0
C -1.019406 -2.719352 1.657152 0.1 -0.1 0.0
H -4.214952 3.341574 -2.595411 0.0 0.0 0.0
C 1.828065 0.309357 4.546224 0.0 0.0 0.0
C 2.227519 -0.372163 -3.678408 0.0 0.0 0.0
H 2.266081 -4.781917 1.621208 0.0 0.0 0.0
C 1.357193 -4.194735 1.623063 0.0 0.0 0.0
H 4.439676 0.728477 -1.500420 0.0 0.1 0.0
C -1.066473 -2.415409 -2.181907 0.1 -0.1 0.0
C -1.309745 1.430850 3.789846 0.0 0.0 0.0
C -4.551843 2.376667 0.692679 0.1 0.0 0.0
H 3.014322 0.865259 6.242872 0.0 0.0 0.0
H -4.497533 1.697779 -2.003536 0.0 0.0 0.0
H -3.318625 -1.199616 5.795341 0.0 0.0 0.0
H 0.951561 0.113611 5.149805 0.0 0.0 0.0
C -3.359036 -3.303033 -3.565636 0.0 0.1 0.0
C -2.258852 2.356004 -0.178059 -0.1 0.0 -0.1
C 3.000056 0.735753 5.168637 0.0 0.0 0.0
O -1.848023 -0.303514 -0.075801 0.0 -0.5 -0.2
N 2.023228 -0.011333 0.134454 0.1 0.1 -0.1
C -2.761923 -0.467595 5.225589 0.0 0.0 0.0
C 2.574962 -0.427996 -1.200065 0.0 0.0 0.2
H 2.342262 -2.406987 2.262351 0.0 0.0 0.0
H -2.000123 2.677944 -2.132646 0.0 0.0 0.0
C 1.878476 0.298106 -2.354342 0.0 0.1 0.0
C 4.108126 0.812957 3.041248 0.0 0.0 0.0
C -2.261367 1.840022 4.705315 0.0 0.0 0.0
C -4.127651 2.686518 -1.732860 0.1 0.0 0.1
H -4.968085 1.375003 0.587595 0.0 0.0 0.0
H -5.926236 3.248846 -0.709034 0.0 0.0 0.0
N -2.685529 2.566356 -1.401312 -0.1 -0.1 -0.1
H 1.508963 2.285558 -3.108626 0.0 0.0 0.0
H -3.728342 1.209640 6.142474 0.0 0.0 0.0
C 0.138821 -4.790364 1.294225 0.0 0.0 0.0
H -4.931809 2.826005 1.606977 0.0 0.0 0.0
C -0.953315 -3.329588 -3.223719 -0.1 0.0 0.0
H 2.007237 2.283613 -1.418204 0.0 0.0 0.0
H 4.702257 -1.012532 -1.267365 0.0 0.0 0.0
H 2.393120 -1.501782 -1.300688 0.0 0.0 0.0
H 1.695724 0.101215 -4.502585 0.0 0.0 0.0
C -2.744733 -0.964211 -0.835346 0.5 0.4 0.3
C 1.786491 0.131830 3.169049 0.0 0.1 -0.1
C 2.160523 1.797934 -2.383397 0.0 0.0 -0.1
C 4.072594 -0.168426 -1.010869 0.0 0.0 0.1
C -1.092285 0.060283 3.587390 -0.1 0.1 -0.1
H -0.175894 -2.113954 -1.628476 0.0 0.0 0.0
H -1.984184 -4.531474 1.055880 0.0 0.0 0.0
H 0.113381 -5.842064 1.036629 0.0 0.0 0.0
C 2.948001 0.387436 2.406701 0.0 0.0 0.0
H 5.038996 1.336986 4.900594 0.0 0.0 0.0
H 3.184138 1.998011 -2.702334 0.0 0.0 0.0
H 3.297119 -0.272605 -3.882740 0.0 0.0 0.0
C -2.324680 -1.947350 -1.851775 0.0 0.1 0.0
H -2.428364 2.895379 4.879482 0.0 0.0 0.0
C 3.019545 0.153417 0.965422 -0.1 0.0 -0.1
C -1.043963 -4.057666 1.307212 0.0 0.0 0.0
H -2.690095 2.084999 1.751046 0.0 0.0 0.0
```
Positions in Å, forces in eV/Å.

---

Table of molar mass (g mol⁻¹), in record order: 305.43 193.19 676.47 46.09 595.18 769.81